[1]
DFT (ωB97M-V/def2-TZVPD) results for a molecular structure, H28KO18P at a distorted geometry.

Last column: Löwdin charge in e.
Geometry (Å):
K (3.0629, -1.2896, 1.0126)  0.909
P (0.3408, -0.0446, 0.0211)  0.161
O (-0.4843, -3.2758, 2.5522)  -0.091
O (-0.9773, 0.4759, -0.5882)  -0.371
O (-2.1304, 1.6169, 1.7617)  -0.078
O (0.1669, -1.1773, -3.2961)  -0.081
O (0.9917, -0.2376, 3.3285)  -0.109
O (1.2016, -3.3438, -0.8972)  -0.088
O (1.9467, 2.0292, -2.1450)  -0.095
O (1.4446, -0.3309, -1.0253)  -0.433
O (0.0382, -1.3832, 0.7883)  -0.440
O (-2.0147, -2.0579, -0.9360)  -0.073
O (3.2135, 2.0621, 0.9580)  -0.107
O (3.1033, -1.8334, -2.4599)  -0.084
O (0.8723, 0.9618, 1.0841)  -0.413
O (-0.3039, 3.1458, -0.4061)  -0.068
O (-2.4518, -1.0516, 1.9822)  -0.098
O (0.3097, 3.0005, 2.7627)  -0.086
O (-3.8751, 0.0331, -1.0125)  -0.082
O (-1.6516, 1.0497, -3.0754)  -0.094
H (0.9754, -2.9540, -1.7529)  0.019
H (-2.0792, -1.1612, -1.2614)  -0.023
H (0.1921, -0.7565, 3.1604)  0.018
H (-0.6171, 2.3097, -0.7823)  -0.012
H (2.4702, -1.3577, -1.8781)  -0.039
H (1.2082, 0.1629, 2.4598)  -0.057
H (3.0158, 2.8341, 0.4202)  0.027
H (-0.7308, -0.8275, -3.3363)  0.003
H (0.4755, 2.1940, 2.2158)  -0.011
H (0.5167, -0.8743, -2.4284)  -0.023
H (-2.6243, -0.1109, 1.8029)  -0.012
H (-1.5893, -1.2245, 1.5383)  -0.028
H (1.1280, 2.5164, -1.9860)  0.000
H (-2.4706, 1.5417, -2.9629)  0.031
H (-2.9913, 0.4303, -0.9441)  -0.007
H (0.9170, -2.6823, -0.2476)  -0.040
H (-1.5407, 2.1664, 2.2935)  0.017
H (-1.3055, -2.0130, -0.2712)  -0.010
H (-0.3327, -2.6091, 1.8254)  -0.019
H (-1.3222, 0.8857, -2.1442)  -0.015
H (0.3471, -3.7530, 2.6189)  0.012
H (0.3026, 2.8769, 0.2904)  -0.003
H (2.4194, 1.4956, 0.8589)  -0.051
H (0.4535, 2.7040, 3.6664)  0.035
H (1.7507, 1.1129, -1.8493)  -0.022
H (-1.5735, 1.3217, 1.0046)  0.000
H (-3.7583, -0.8676, -0.6770)  0.022
H (3.9605, -1.7098, -2.0434)  0.008

Forces on atoms 1 to 6 (eV/Å):
-0.651 0.235 -0.183
-0.798 -0.802 0.802
0.193 0.152 -0.216
0.824 0.256 0.046
0.099 0.226 -0.407
0.175 -0.285 0.187

net charge = -2
HOMO level = -3.90 eV
energy relative to the best compared isomer or geometry (same formula, charge and spin) = 25.1 kJ/mol
HOMO-LUMO gap = 7.080 eV
multiplicity = 1


[2]
DFT (ωB97M-V/def2-TZVPD) results for 14 unconnected molecules or ions with the total composition H28O14 at a distorted geometry.

Last column: Löwdin charge in e.
Geometry (Å):
O (2.0712, -2.9400, 2.0449)  -0.058
O (2.3054, -0.4702, -0.7502)  -0.088
O (-0.5907, 5.1312, -1.3493)  -0.050
O (-1.3235, -3.4825, -1.5809)  -0.061
O (1.8100, 3.6515, 2.7333)  -0.054
O (-2.6940, 2.0849, -3.1163)  -0.055
O (-2.6581, 0.9127, 3.4053)  -0.061
O (4.3952, -0.3189, 0.2772)  -0.064
O (3.8589, -2.4911, -2.1553)  -0.048
O (0.2423, -2.6203, 0.5373)  -0.062
O (0.3046, 0.6640, -0.6428)  -0.084
O (-4.2842, -0.6492, -1.7526)  -0.054
O (-2.8191, -2.7668, 0.5381)  -0.067
O (0.0890, 3.1104, 0.2902)  -0.063
H (-5.1018, -0.1493, -1.6494)  0.032
H (-0.4002, 1.1127, -0.1623)  0.020
H (-3.5160, 0.7410, 3.0010)  0.032
H (-2.5300, 0.1712, 4.0076)  0.029
H (-0.0046, -0.2458, -0.7171)  0.012
H (-1.8575, -3.0658, -2.2667)  0.046
H (-0.6639, 3.5900, -0.0733)  0.011
H (2.5853, 4.2001, 2.8972)  0.032
H (-0.9298, -2.7410, -1.1074)  -0.015
H (0.8439, 3.6779, 0.0972)  0.037
H (3.7106, -0.4974, 0.9318)  0.041
H (-2.5912, -3.1109, 1.4092)  0.030
H (2.7589, -3.2932, 2.6204)  0.055
H (-1.4900, 5.3463, -1.0773)  0.050
H (0.1153, -3.2975, 1.2113)  0.054
H (-4.5285, -1.3820, -2.3291)  0.036
H (0.2715, -1.7959, 1.0357)  0.068
H (-3.6044, 1.7914, -3.2349)  0.020
H (-2.7761, 2.9142, -2.6321)  0.023
H (-0.0363, 5.5690, -0.6936)  0.050
H (5.1380, -0.8641, 0.5600)  0.045
H (-1.9740, -2.4888, 0.1674)  -0.023
H (3.2403, -2.6036, -1.4248)  0.014
H (2.5269, -0.3519, -1.6807)  0.066
H (4.4359, -1.7753, -1.8659)  0.030
H (2.6292, -1.3539, -0.5425)  0.000
H (1.2573, 3.7882, 3.5110)  0.036
H (1.7839, -3.7012, 1.5282)  0.039

Forces on atoms 1 to 6 (eV/Å):
0.807 -0.420 0.642
-0.533 -1.061 -0.460
-0.315 0.369 -0.092
0.059 0.139 -0.617
0.184 0.238 0.157
-0.224 0.203 0.013

HOMO level = -9.43 eV
energy relative to the best compared isomer or geometry (same formula, charge and spin) = 469.8 kJ/mol
HOMO-LUMO gap = 9.505 eV
multiplicity = 1


[3]
DFT (ωB97M-V/def2-TZVPD) results for 14 unconnected molecules or ions with the total composition H28O14.

Last column: Löwdin charge in e.
Geometry (Å):
O (-2.0478, -0.7750, -1.9745)  -0.061
O (1.9385, -0.2143, 2.3968)  -0.066
O (0.4150, 1.9783, -2.7376)  -0.048
O (3.0144, 0.8665, -1.8605)  -0.032
O (-1.2080, 2.6407, -0.4637)  -0.056
O (0.3206, -2.4432, 2.7361)  -0.062
O (1.3157, -1.3096, -4.2695)  -0.069
O (1.8491, -2.0884, -1.5142)  -0.084
O (-2.3654, 2.0640, 2.0218)  -0.077
O (-0.4675, 0.6207, 3.9047)  -0.039
O (-3.7648, 0.3067, -0.0213)  -0.054
O (1.9342, 1.9021, 0.6830)  -0.042
O (-1.9585, -1.3098, 1.5511)  -0.055
O (0.2348, -0.3286, -0.3613)  -0.063
H (1.0692, 1.3315, -2.4374)  0.000
H (-0.4387, 2.3207, -0.9660)  0.004
H (1.3810, -2.9283, -1.4912)  0.051
H (-3.0484, 0.2960, 0.6349)  0.006
H (-1.9640, -1.9429, 0.8271)  0.042
H (-0.5390, -0.3236, -0.9610)  0.020
H (-0.3085, 0.6102, 4.8529)  0.051
H (1.2008, -1.6418, -3.3632)  -0.011
H (-1.8589, 2.8726, -1.1335)  0.064
H (-2.7086, -0.4975, -1.2981)  0.011
H (2.1167, 1.7998, -0.2680)  0.025
H (2.8257, -0.5852, 2.3555)  0.072
H (-2.0422, -1.7373, -1.9554)  0.052
H (-0.1384, -0.1528, 0.5119)  0.045
H (-0.3012, 1.4430, -3.1023)  0.053
H (-4.3220, -0.4413, 0.2199)  0.058
H (0.9558, -1.7038, 2.6597)  -0.003
H (-1.9881, 2.3118, 1.1576)  -0.015
H (3.8523, 0.7736, -2.3237)  0.072
H (-1.7817, 1.3688, 2.3608)  -0.011
H (0.8380, -3.2489, 2.6566)  0.049
H (1.9677, 0.5742, 1.8112)  0.020
H (1.3080, -1.4680, -0.9624)  -0.001
H (0.2840, 0.1451, 3.5278)  -0.005
H (2.7332, -0.0440, -1.6896)  0.026
H (-1.4939, -1.7674, 2.2721)  0.026
H (1.5941, -2.0719, -4.7844)  0.031
H (1.5968, 2.7968, 0.7975)  0.074

Forces on atoms 1 to 6 (eV/Å):
0.082 -0.005 0.329
0.228 -0.045 0.017
-0.218 -0.171 0.262
-0.236 -0.272 0.263
0.114 -0.043 -0.012
0.153 -0.023 0.126

HOMO level = -10.03 eV
energy relative to the best compared isomer or geometry (same formula, charge and spin) = 5.8 kJ/mol
HOMO-LUMO gap = 9.895 eV
multiplicity = 1


[4]
DFT (ωB97M-V/def2-TZVPD) results for 14 unconnected molecules or ions with the total composition H28O14 at a distorted geometry.

Last column: Löwdin charge in e.
Geometry (Å):
O (-1.8926, -1.3734, -0.8109)  -0.072
O (-1.3580, 1.7288, -3.8660)  -0.090
O (-3.5165, 1.0094, -1.3478)  -0.004
O (0.6911, -3.2713, 0.4178)  -0.084
O (0.9199, 2.0070, 4.7436)  -0.020
O (3.0898, -4.0829, 1.5843)  -0.006
O (-1.0052, 2.7092, 3.1452)  -0.034
O (2.0574, -2.0474, -3.5126)  -0.095
O (3.6075, -2.4059, -1.3976)  -0.061
O (-1.5572, 3.4708, -1.4894)  0.115
O (-4.0688, 3.0993, -0.0733)  0.018
O (-2.0847, -1.5002, 3.5562)  -0.149
O (3.9922, 0.5011, 1.2189)  -0.015
O (0.7208, 0.0767, -1.9834)  0.008
H (4.3273, -3.1512, -1.0854)  0.174
H (2.9923, -3.6500, 0.6824)  0.034
H (-0.8732, 2.3329, -3.3363)  -0.029
H (-3.8748, 1.6551, -0.8290)  -0.077
H (1.6701, 2.5137, 4.6385)  0.004
H (2.2941, -2.3413, -4.4418)  0.085
H (-4.3475, 2.7156, 0.7515)  0.075
H (0.2446, -2.9439, -0.4068)  0.046
H (4.8553, 0.2705, 1.0241)  -0.010
H (-0.0669, 2.5858, 3.1237)  -0.007
H (-0.9624, 3.6680, -0.8419)  0.029
H (-1.1187, 3.6194, 3.1041)  -0.010
H (2.8482, -2.8864, -1.3890)  -0.047
H (2.9224, -2.0738, -3.0367)  0.013
H (3.5876, 0.0427, 0.4929)  0.014
H (2.4729, -4.5536, 1.9371)  -0.075
H (-2.7495, -1.8105, -0.8126)  0.039
H (-0.6230, 1.3283, -4.5320)  0.134
H (1.2555, 1.0998, 4.6635)  0.069
H (-1.4174, -0.6703, 3.9797)  0.161
H (1.1870, -0.7041, -2.2655)  -0.012
H (-3.6122, 3.8630, -0.0589)  -0.013
H (-1.5901, 3.7852, -2.2502)  -0.083
H (-0.1134, -0.1983, -1.9453)  -0.074
H (-2.9581, 1.3214, -2.0084)  -0.027
H (-2.0997, -0.6581, -1.4703)  0.029
H (1.2571, -2.4592, 0.5346)  0.055
H (-2.2713, -2.0695, 4.2973)  -0.010

Forces on atoms 1 to 6 (eV/Å):
-0.121 0.725 -1.425
1.733 -2.286 -3.357
-0.045 -5.381 -1.025
0.679 2.169 -1.718
-1.776 -2.340 0.396
7.754 5.681 -4.437

HOMO level = -10.14 eV
energy relative to the best compared isomer or geometry (same formula, charge and spin) = 644.0 kJ/mol
HOMO-LUMO gap = 10.158 eV
multiplicity = 1


[5]
DFT (ωB97M-V/def2-TZVPD) results for 14 unconnected molecules or ions with the total composition H28O14 at a distorted geometry.

Last column: Löwdin charge in e.
Geometry (Å):
O (6.0050, 3.3430, -18.1540)  -0.053
O (3.9320, 6.6500, -16.4750)  -0.011
O (1.8250, 2.5730, -14.3430)  -0.055
O (4.5970, 2.8480, -15.2430)  -0.050
O (3.9940, 2.2880, -20.1610)  -0.073
O (1.4120, -0.0200, -18.6810)  -0.086
O (3.0260, 3.5520, -17.3210)  -0.036
O (6.1390, 5.1260, -15.9450)  -0.067
O (0.7530, 4.1690, -19.7540)  -0.037
O (1.2790, 5.1210, -15.6650)  -0.027
O (0.8430, 2.0380, -16.9320)  -0.079
O (3.7700, 4.9790, -19.8820)  -0.065
O (5.9350, 6.5410, -18.7600)  -0.008
O (-1.0750, 3.6380, -15.4770)  -0.052
H (5.0720, 6.1620, -18.9980)  -0.002
H (4.0600, 7.2410, -17.2060)  0.051
H (2.1240, 5.5650, -15.8360)  0.024
H (3.8710, 7.2160, -15.7160)  0.073
H (0.8650, 2.0700, -15.9750)  0.013
H (1.6780, 0.8670, -18.2640)  0.035
H (5.3140, 5.5580, -16.2580)  -0.002
H (5.0520, 3.5650, -18.0860)  -0.010
H (-1.0060, 2.9790, -14.7580)  0.060
H (2.1040, 3.2480, -17.4480)  0.035
H (3.0580, 4.3720, -17.7340)  -0.009
H (6.0880, 7.2250, -19.3420)  0.005
H (1.6790, 4.4700, -19.7970)  0.004
H (-0.5010, 3.3320, -16.1710)  -0.026
H (0.4530, 3.9180, -20.6000)  0.014
H (6.4250, 3.9210, -18.7960)  0.031
H (4.0940, 1.4200, -20.6010)  0.079
H (5.2790, 3.5020, -15.2550)  -0.013
H (-0.0290, 1.6300, -17.1660)  0.112
H (4.0410, 3.1440, -15.9490)  -0.047
H (1.8430, 3.3130, -14.9370)  -0.030
H (6.5490, 5.7910, -15.4020)  0.041
H (3.9610, 1.9450, -19.2190)  0.074
H (2.1500, -0.5880, -18.4870)  0.019
H (3.9510, 4.0510, -20.0930)  0.002
H (2.5840, 2.0140, -14.6460)  0.062
H (4.4080, 5.5330, -20.3840)  0.074
H (0.7240, 5.3960, -16.3610)  0.029

Forces on atoms 1 to 6 (eV/Å):
-0.680 -0.446 0.079
-0.579 -0.672 -0.031
0.333 -1.915 -0.261
-0.265 -1.137 0.907
-0.124 -2.014 1.476
0.367 2.144 0.495

HOMO level = -10.08 eV
energy relative to the best compared isomer or geometry (same formula, charge and spin) = 185.2 kJ/mol
HOMO-LUMO gap = 9.762 eV
multiplicity = 1


[6]
DFT (ωB97M-V/def2-TZVPD) results for 14 unconnected molecules or ions with the total composition H29O14 at a distorted geometry.

Last column: Löwdin charge in e.
Geometry (Å):
O (2.9634, -1.1562, 2.1824)  0.148
O (2.8427, -3.5271, 0.7469)  -0.025
O (2.5591, 0.9617, 0.8582)  -0.047
O (-1.7113, -1.6508, -0.0534)  -0.057
O (-2.2210, 2.9307, 1.9880)  -0.050
O (2.0932, 1.0509, 3.5884)  -0.034
O (1.4835, 0.0462, -3.5619)  -0.045
O (-2.7776, 0.7866, 0.0010)  -0.085
O (-0.9344, 3.1620, -1.0557)  -0.025
O (0.2006, -4.5869, -0.4208)  -0.032
O (-1.5777, -0.1944, -4.5412)  -0.043
O (0.9141, 3.0844, 1.8897)  -0.052
O (-3.7270, 0.3751, -2.3495)  -0.066
O (0.7352, -1.9134, 1.7491)  -0.036
H (1.6886, 1.3816, 2.7767)  -0.005
H (-1.3416, -0.2078, -5.4695)  0.047
H (2.7095, -3.8819, 1.6208)  0.056
H (1.9195, -0.3127, -2.7872)  0.025
H (0.3718, -2.7540, 1.4184)  0.061
H (-0.8332, 4.0110, -1.4749)  0.056
H (1.6326, 1.2515, 0.8305)  0.046
H (-2.9434, 2.3036, 1.8903)  0.037
H (-2.2990, 3.5894, 1.2951)  0.034
H (-0.0377, 2.8923, 1.8730)  0.027
H (-1.1901, -0.8935, -4.0422)  0.018
H (-3.9072, 1.0859, -2.9960)  0.076
H (-0.4653, -5.0544, 0.0693)  0.041
H (-3.8947, -0.2330, -3.0966)  0.068
H (0.5108, -5.1940, -1.0953)  0.056
H (2.3557, -1.4269, 1.3646)  0.139
H (0.8763, 3.9538, 2.3110)  0.079
H (-0.1925, 2.6057, -0.8396)  0.026
H (2.9210, 1.7536, 0.4292)  0.093
H (-2.3469, 1.5301, -0.4447)  0.017
H (2.0818, -3.3721, 0.2209)  -0.010
H (0.0298, -1.3990, 1.3369)  0.051
H (-3.5739, 0.7055, -0.5696)  0.039
H (0.8932, 0.7553, -3.3016)  0.020
H (-2.3945, -2.3016, 0.1150)  0.048
H (3.6592, -0.6724, 1.6897)  0.149
H (-2.1598, -0.8921, -0.4425)  -0.010
H (2.4080, -0.3401, 2.4108)  0.092
H (2.6794, 1.7474, 3.8864)  0.072

Forces on atoms 1 to 6 (eV/Å):
-0.891 1.306 -2.335
2.405 0.572 -0.162
-0.590 0.981 -1.167
0.659 -0.666 0.074
0.690 0.188 0.424
-0.309 -0.911 -0.208

net charge = +1
HOMO level = -13.70 eV
energy relative to the best compared isomer or geometry (same formula, charge and spin) = 379.0 kJ/mol
HOMO-LUMO gap = 10.655 eV
multiplicity = 1